Record 1
Formula: C33H41BClF3NO6S
Source: the OMol25 dataset
Level of theory: wB97M-V/def2-TZVPD

Geometry as XYZ:
```
87
Properties=species:S:1:pos:R:3:lowdin_charge:R:1
Cl 4.33 -6.96 0.81 0.31
S 3.15 -8.70 1.01 0.49
F 0.29 -4.68 0.95 -0.03
F -1.94 -4.41 1.76 -0.01
F -0.48 -2.50 1.57 -0.03
O -2.20 -4.42 4.75 -0.19
O 2.32 -3.73 6.03 -0.11
O 1.91 -8.51 0.08 -0.43
O -2.93 -3.97 6.63 -0.01
O 3.95 -9.96 0.59 -0.45
O 1.46 -3.89 3.63 -0.09
N -2.37 -4.89 6.01 -0.02
C 0.45 3.45 -4.51 -0.10
C -2.81 0.61 1.03 -0.08
C -0.69 6.44 -0.80 -0.10
C -1.97 7.97 -6.15 -0.10
C -0.03 -5.91 3.64 -0.11
C 0.63 5.16 0.77 -0.10
C 2.69 3.12 -3.66 -0.09
C 0.28 6.38 0.20 -0.10
C -1.00 7.02 -5.84 -0.09
C -3.70 1.89 -0.82 -0.14
C -1.76 7.43 -8.49 -0.10
C 2.22 -2.36 5.47 -0.33
C -2.43 -0.40 0.14 -0.07
C -0.40 6.27 -6.86 -0.09
C -0.94 -3.66 4.69 -0.08
C -2.35 8.18 -7.47 -0.10
C -0.55 -3.93 1.96 -0.15
C 1.38 3.53 -3.46 -0.08
C -3.33 0.87 -1.70 -0.11
C -0.79 6.48 -8.19 -0.09
C 0.01 3.99 0.34 -0.09
C -1.31 5.26 -1.23 -0.10
C 3.09 2.62 -4.90 -0.10
C 1.68 -2.47 3.92 -0.15
C 1.39 -6.61 3.23 -0.21
C 2.62 -8.93 2.82 -0.26
C -2.69 -0.27 -1.22 -0.08
C 0.85 2.95 -5.75 -0.12
C 2.17 2.53 -5.94 -0.10
C -0.96 4.04 -0.66 -0.10
C -3.44 1.75 0.55 -0.11
C 1.12 -8.25 3.09 -0.22
C 1.29 -1.42 6.45 -0.09
B 0.04 -4.23 3.49 -0.74
H -3.74 2.54 1.23 0.10
H 2.15 -6.49 4.15 0.13
H -0.98 -6.36 3.11 0.12
H -3.53 0.97 -2.76 0.10
H -1.93 -1.29 0.52 0.08
H 2.47 2.14 -6.91 0.10
H -2.44 8.54 -5.35 0.10
H 3.31 -1.90 5.46 0.14
H 1.07 3.92 -2.49 0.08
H 3.46 -8.40 3.48 0.11
H -2.41 -1.07 -1.91 0.10
H -0.44 -3.66 5.75 0.10
H -1.25 -2.54 4.40 0.14
H -2.06 5.30 -2.01 0.10
H 2.54 -10.07 3.10 0.11
H -0.33 5.89 -8.98 0.10
H 1.93 -6.15 2.30 0.09
H 0.13 2.88 -6.56 0.10
H 0.64 -8.63 4.11 0.13
H 0.99 -0.38 5.97 0.09
H -0.18 -6.11 4.80 0.11
H 0.36 -1.99 6.91 0.08
H -3.10 8.92 -7.71 0.10
H 0.80 -1.75 3.65 0.12
H -2.06 7.59 -9.53 0.10
H 0.36 5.53 -6.63 0.08
H 1.97 -1.14 7.39 0.08
H -0.70 6.85 -4.81 0.10
H -0.97 7.39 -1.24 0.10
H -0.57 3.78 -4.35 0.10
H -1.44 3.12 -0.99 0.09
H -4.19 2.78 -1.19 0.10
H 1.54 -3.90 6.65 0.10
H 4.12 2.31 -5.06 0.10
H 2.60 -2.13 3.24 0.14
H 0.76 7.30 0.53 0.10
H 0.28 3.04 0.79 0.11
H -2.60 0.51 2.09 0.10
H 3.41 3.19 -2.85 0.10
H 0.38 -8.50 2.20 0.12
H 1.39 5.12 1.55 0.10
```

Properties
* E_HOMO: -6.0 eV
* E: -80841.43566 eV
* net charge: -1

=====

Record 2
Formula: C33H41BaN6O3PSSi2
Source: the OMol25 dataset
Level of theory: wB97M-V/def2-TZVPD

Geometry as XYZ:
```
88
Properties=species:S:1:pos:R:3:lowdin_charge:R:1
Ba -0.99 0.33 -0.20 1.74
S 0.07 2.90 1.86 0.44
P 2.54 1.43 0.17 1.09
Si 0.16 -3.26 -0.18 0.32
Si -2.55 -3.02 -1.80 0.35
O -0.54 3.68 2.92 -0.31
O 0.25 1.48 2.21 -0.48
O -0.62 2.90 0.53 -0.55
N -6.46 0.54 3.70 0.17
N -2.00 -0.32 3.09 0.19
N -5.56 0.52 1.52 0.18
N -4.24 0.12 3.39 0.18
N -3.46 1.44 -1.35 0.01
N -3.25 0.53 1.28 0.02
C -5.41 0.39 2.85 -0.44
C 2.72 3.02 1.02 -0.37
C 3.82 0.77 2.67 -0.06
C -3.18 0.13 2.57 -0.41
C 0.55 -5.07 0.26 -0.19
C 5.24 1.90 -3.82 -0.11
C 3.16 5.54 2.23 -0.06
C 3.36 2.32 -2.33 -0.12
C 0.71 -2.42 1.41 -0.21
C -4.47 0.73 0.81 -0.28
C 5.81 1.16 -2.76 -0.08
C 4.17 4.87 1.58 -0.07
C 5.12 0.99 -1.55 -0.09
C 1.69 3.68 1.70 -0.25
C 3.87 1.58 -1.27 -0.32
C -2.18 -4.67 -2.66 -0.19
C 1.24 -2.79 -1.72 -0.18
C -1.47 -2.50 -0.42 -0.57
C -5.83 1.36 -1.19 0.01
C 4.04 2.51 -3.58 -0.09
C 4.68 -0.06 3.41 -0.07
C -4.36 -3.06 -1.21 -0.19
C 3.99 3.56 1.10 -0.10
C -2.48 -1.66 -3.19 -0.19
C 3.39 0.40 1.40 -0.39
C -3.58 1.78 -2.62 -0.16
C -4.56 1.23 -0.63 -0.19
C 4.59 -1.70 1.67 -0.09
C 3.76 -0.85 0.97 -0.17
C -4.79 1.83 -3.28 -0.05
C 5.01 -1.31 2.92 -0.09
C -5.96 1.63 -2.55 -0.02
C 1.93 4.87 2.36 -0.05
H -2.91 -4.85 -3.43 0.01
H 0.57 -1.35 1.59 -0.02
H 3.25 6.56 2.66 0.12
H -1.41 -1.60 -3.41 0.01
H 3.51 3.06 -4.36 0.10
H 2.38 2.82 -2.33 0.10
H 1.08 5.31 2.89 0.12
H 5.65 0.38 -0.78 0.11
H 0.41 -5.79 -0.58 0.02
H -1.18 -4.69 -3.14 0.02
H -1.17 0.16 2.82 0.03
H 1.59 -5.18 0.63 0.03
H 3.63 1.75 3.11 0.11
H -7.38 0.42 3.32 0.10
H -4.50 -3.82 -0.45 0.02
H -5.00 -3.20 -2.09 0.03
H -4.57 -2.06 -0.80 0.01
H -0.11 -5.44 1.04 0.02
H -2.94 -1.92 -4.14 0.02
H 4.82 3.20 0.55 0.10
H 3.40 -1.17 -0.05 0.12
H -2.08 -0.45 4.08 0.11
H 2.10 -3.43 -1.85 0.01
H -2.86 -0.68 -2.91 -0.02
H -2.13 -5.46 -1.87 0.04
H 0.17 -2.99 2.15 0.03
H -6.69 1.22 -0.59 0.09
H 5.69 -1.96 3.47 0.11
H -2.67 1.97 -3.20 0.12
H -6.93 1.67 -3.04 0.11
H 1.55 -1.74 -1.78 0.00
H 5.66 1.89 -4.80 0.10
H 5.04 0.23 4.40 0.11
H 6.78 0.68 -3.05 0.11
H 1.77 -2.54 1.71 0.02
H 5.17 5.26 1.52 0.10
H -4.83 2.18 -4.29 0.10
H -2.06 -2.71 0.49 -0.02
H -6.21 0.35 4.66 0.11
H 0.65 -2.91 -2.65 0.01
H 4.86 -2.65 1.22 0.11
```

Properties
* E_HOMO: -6.9 eV
* E: -86547.11002 eV
* net charge: 0

=====

Record 3
Formula: C33H41Cl2ErIN10O2PS
Source: the OMol25 dataset
Level of theory: wB97M-V/def2-TZVPD

Geometry as XYZ:
```
92
Properties=species:S:1:pos:R:3:lowdin_charge:R:1
Er -0.24 0.11 -0.28 1.23
I -9.19 -1.36 0.20 0.93
Cl -1.53 2.29 1.44 0.69
Cl 1.00 3.20 0.50 0.65
S -0.70 -2.61 -1.33 0.75
P 1.53 0.47 2.28 0.96
O -2.25 -0.28 1.30 -0.19
O -2.35 0.02 -0.86 -0.22
N -0.68 -2.36 1.64 0.01
N 3.72 1.43 3.73 -0.14
N -0.65 2.23 -1.78 -0.02
N 2.13 -1.36 -0.24 0.01
N 1.64 1.22 4.97 -0.15
N 2.92 -0.76 4.39 -0.14
N -1.75 -3.05 1.07 -0.06
N -0.51 -0.21 -3.11 0.02
N -2.94 -3.83 -0.71 0.14
N 1.82 0.72 -1.96 -0.20
C 2.22 -1.06 3.16 -0.31
C -4.40 -0.48 0.25 -0.14
C 0.75 1.21 3.83 -0.33
C -1.77 -0.93 -5.01 -0.03
C 1.66 2.08 -2.52 -0.13
C -2.35 3.32 -3.07 -0.02
C 2.84 2.03 4.73 -0.16
C 1.91 -0.26 -3.06 -0.11
C 0.61 -1.03 -5.06 0.00
C 3.07 0.67 -1.19 -0.14
C -0.14 3.12 -3.93 0.01
C 3.16 1.45 2.41 -0.33
C -5.09 -0.58 -0.96 -0.01
C 2.05 -0.12 5.38 -0.17
C -7.13 -0.96 0.23 -0.71
C -6.45 -0.82 -0.97 -0.13
C 4.65 -2.45 0.25 -0.02
C 0.22 2.47 -2.77 -0.29
C 4.51 -1.17 -0.27 0.00
C -1.86 -3.19 -0.26 -0.81
C 0.61 -0.50 -3.78 -0.27
C -0.60 -1.26 -5.68 -0.03
C 3.50 -3.20 0.46 -0.03
C -5.09 -0.61 1.45 -0.01
C -6.46 -0.85 1.44 -0.13
C 4.09 0.09 4.17 -0.17
C -1.45 3.54 -4.09 -0.02
C -0.51 3.74 1.23 -0.84
C -1.68 -0.41 -3.74 -0.13
C -1.90 2.65 -1.94 -0.14
C -2.94 -0.23 0.24 -0.64
C 3.24 -0.67 -0.52 -0.31
C 2.27 -2.61 0.21 -0.17
H 2.91 -1.57 2.48 0.07
H 3.56 -4.22 0.81 0.12
H 1.54 -1.25 -5.56 0.13
H -4.54 -0.47 -1.88 0.11
H 3.04 1.46 -0.43 0.09
H 2.59 -0.04 6.32 0.14
H -7.00 -0.95 2.37 0.10
H 4.74 -0.38 3.43 0.13
H 0.60 3.29 -4.71 0.13
H 3.88 1.00 1.71 0.08
H -3.60 -4.29 -0.11 0.13
H 3.93 0.86 -1.83 0.15
H 5.63 -2.86 0.46 0.13
H 2.98 2.48 2.11 0.05
H 4.63 0.17 5.11 0.14
H -2.48 -3.39 1.68 0.17
H -3.38 3.64 -3.13 0.12
H -1.05 -1.72 2.33 0.08
H 2.55 3.03 4.40 0.13
H 5.39 -0.58 -0.51 0.13
H 2.23 2.18 -3.45 0.14
H -1.01 4.44 0.57 0.05
H -6.98 -0.88 -1.91 0.10
H 0.44 2.24 3.62 0.06
H 2.07 2.79 -1.81 0.09
H -0.64 -1.68 -6.68 0.12
H -0.31 4.18 2.20 0.05
H -1.76 4.04 -5.00 0.12
H -0.07 -3.03 2.09 0.10
H 1.39 -1.73 3.39 0.08
H -2.74 -1.08 -5.47 0.12
H 3.39 2.11 5.67 0.14
H -2.59 2.45 -1.12 0.09
H -2.56 -0.13 -3.17 0.10
H 1.17 -0.73 5.54 0.13
H -4.56 -0.52 2.39 0.12
H -0.14 0.63 4.07 0.09
H 2.66 0.07 -3.79 0.14
H 2.25 -1.22 -2.66 0.13
H -3.00 -4.01 -1.70 0.11
H 1.36 -3.17 0.34 0.06
```

Properties
* multiplicity: 4
* E_HOMO (spin up / spin down): -12.8 / -12.8 eV
* E: -134766.06316 eV
* net charge: +2

=====

Record 4
Formula: C33H41F5HgN6OPSSb
Source: the OMol25 dataset
Level of theory: wB97M-V/def2-TZVPD

Geometry as XYZ:
```
90
Properties=species:S:1:pos:R:3:lowdin_charge:R:1
Hg 0.26 -0.25 -0.09 0.91
Sb 3.24 0.11 1.32 1.31
S 1.45 -1.90 -1.88 0.62
P -2.27 -2.60 1.95 0.96
F 1.69 -2.74 -4.70 0.06
F 3.70 0.13 -1.49 -0.03
F 5.54 -0.26 -5.82 0.09
F 3.56 -2.02 -6.49 0.09
F 5.58 0.80 -3.27 0.09
O -0.37 1.68 -0.90 -0.25
N -0.26 0.85 1.80 -0.01
N -0.01 -4.03 2.52 -0.16
N -1.66 -1.37 -0.54 -0.04
N -3.76 -1.98 -0.23 -0.16
N -1.40 1.07 3.79 -0.11
N 0.44 -2.31 1.21 -0.03
C -1.67 2.13 -2.83 -0.16
C 4.61 -0.06 -3.64 -0.15
C 0.48 1.53 2.69 -0.20
C -1.50 0.56 2.43 -0.37
C -2.52 -1.91 0.32 -0.59
C -0.52 -2.94 1.87 -0.57
C 0.46 3.41 -3.16 -0.07
C 0.33 1.01 -3.87 -0.07
C 4.93 -1.26 1.23 -0.32
C -3.67 -1.46 -1.49 -0.07
C 4.51 1.85 1.06 -0.32
C -2.72 2.11 -0.64 -0.14
C 3.59 -1.50 -5.25 -0.15
C -0.45 2.31 -3.71 -0.37
C 2.63 -1.87 -4.32 -0.25
C -1.54 1.94 -1.42 -0.34
C -2.74 2.37 0.86 -0.29
C 1.57 -3.02 1.40 -0.22
C 3.63 -0.42 -2.73 -0.23
C -2.92 2.20 -3.42 -0.07
C 3.39 0.22 3.50 -0.33
C 4.60 -0.60 -4.92 -0.14
C -4.95 -2.41 0.44 -0.08
C -0.14 1.64 3.89 -0.06
C -1.68 3.40 1.26 -0.06
C -0.71 -4.94 3.36 -0.08
C -3.95 2.17 -1.29 -0.08
C 2.61 -1.35 -3.01 -0.60
C -4.07 2.15 -2.66 -0.13
C -2.78 1.08 1.73 -0.06
C -2.38 -1.10 -1.67 -0.14
C 1.33 -4.08 2.21 -0.08
C -1.95 0.28 4.86 -0.06
H -5.37 -1.60 1.04 0.09
H 3.91 2.76 1.08 -0.01
H 3.21 1.23 3.84 -0.01
H 5.25 1.89 1.85 0.00
H -4.85 2.24 -0.68 0.10
H -3.17 0.27 1.10 0.09
H 0.82 3.12 -2.18 0.07
H -3.49 1.25 2.54 0.11
H 2.65 -0.43 3.95 -0.01
H 5.06 -1.63 0.22 -0.01
H 0.62 0.66 -2.88 0.03
H 5.01 1.79 0.10 -0.01
H -2.99 2.30 -4.50 0.10
H 1.23 1.16 -4.47 0.08
H -1.95 4.36 0.83 0.08
H -1.83 0.82 5.80 0.08
H -1.66 -0.56 2.48 0.03
H -5.69 -2.72 -0.30 0.09
H -1.62 3.49 2.34 0.07
H 5.82 -0.74 1.55 0.00
H 4.38 -0.09 3.81 -0.01
H -4.71 -3.24 1.10 0.04
H -0.81 2.64 -4.70 0.12
H -0.29 0.24 -4.34 0.08
H 1.31 3.56 -3.82 0.07
H -1.44 -0.69 4.94 0.09
H -3.72 2.84 1.05 0.12
H 2.49 -2.75 0.91 0.04
H -1.91 -0.67 -2.53 0.10
H -0.71 3.11 0.86 0.06
H 1.96 -4.87 2.57 0.10
H -0.62 -4.65 4.42 0.09
H -4.52 -1.39 -2.14 0.11
H -0.32 -5.95 3.23 0.09
H 0.17 2.12 4.80 0.11
H 4.73 -2.10 1.89 -0.01
H 1.42 1.95 2.40 0.07
H -1.77 -4.91 3.09 0.03
H -0.08 4.35 -3.07 0.08
H -3.00 0.09 4.68 0.08
H -5.05 2.16 -3.14 0.08
```

Properties
* multiplicity: 2
* E_HOMO (spin up / spin down): -3.6 / -3.7 eV
* E: -90297.00555 eV
* ΔE to the lowest compared entry with this formula, charge and spin: 67.94 kJ/mol
* net charge: -1